(1)
{
  "formula": "C15H29IN4O5",
  "method": "wB97M-V/def2-TZVPD",
  "elements": ["N", "C", "C", "C", "C", "C", "I", "C", "O", "O", "H", "H", "H", "H", "H", "H", "H", "H", "C", "O", "N", "C", "C", "H", "H", "H", "H", "H", "H", "H", "C", "O", "N", "C", "C", "H", "H", "H", "H", "H", "H", "H", "C", "O", "N", "C", "C", "H", "H", "H", "H", "H", "H", "H"],
  "xyz": [[7.08354, -3.96691, 1.34236], [6.64971, -3.35006, 0.33555], [5.63254, -2.25969, 0.49515], [4.39229, -2.39640, -0.39588], [3.94758, -3.83395, -0.69152], [3.13513, -4.15461, 0.55006], [1.72406, -5.71449, 0.33333], [2.48707, -2.81351, 0.85757], [1.48871, -2.57586, 1.46247], [3.25118, -1.83475, 0.30954], [7.78928, -4.65276, 1.07686], [7.00199, -3.56388, -0.68103], [5.30843, -2.26317, 1.53757], [6.11996, -1.30077, 0.30095], [4.48116, -1.80326, -1.30378], [3.28553, -3.82869, -1.56136], [4.74805, -4.54192, -0.89759], [3.76363, -4.42560, 1.40077], [-1.38751, 1.20834, -1.04935], [-1.44560, 1.78219, -2.12674], [-0.25821, 0.99438, -0.35978], [-0.24601, 0.28568, 0.91104], [0.99139, 1.48321, -0.91066], [-2.28260, 0.81050, -0.54323], [0.12679, 0.93739, 1.70356], [0.39411, -0.59350, 0.84782], [-1.25589, -0.02172, 1.17267], [0.96758, 2.56739, -1.03048], [1.18006, 1.04601, -1.89237], [1.79781, 1.21149, -0.23306], [-1.10464, 6.74799, -2.36482], [-1.01403, 7.96106, -2.31968], [-2.03999, 6.07828, -3.06421], [-2.10035, 4.62927, -3.08421], [-3.01194, 6.84750, -3.81789], [-0.41233, 6.08029, -1.82407], [-1.97983, 4.24866, -4.10000], [-3.05383, 4.27236, -2.69228], [-1.30647, 4.21329, -2.46998], [-2.51854, 7.47598, -4.56026], [-3.58435, 7.50165, -3.15915], [-3.68835, 6.15901, -4.31977], [-3.75137, -1.11861, 2.25312], [-2.95437, -0.33618, 2.73667], [-4.51297, -1.96460, 2.97201], [-5.44539, -2.88020, 2.35219], [-4.37785, -1.94919, 4.41877], [-3.91758, -1.20344, 1.16523], [-6.46614, -2.68781, 2.68866], [-5.19155, -3.91595, 2.58654], [-5.40901, -2.75284, 1.27159], [-4.61998, -0.96410, 4.81776], [-3.35507, -2.18640, 4.71186], [-5.05583, -2.68718, 4.84147]],
  "forces_ev_per_angstrom": [[0.1502, -0.2837, 0.3075], [-0.0916, 0.2419, -0.3760], [-0.0885, -0.0554, 0.1084], [-0.1638, -0.0251, -0.0036], [-0.1203, -0.0443, -0.1456], [-0.0141, 0.0478, 0.0178], [0.0062, -0.0074, -0.0033], [0.0226, 0.1194, -0.0145], [0.0348, -0.0987, 0.0822], [0.0914, -0.0599, -0.1075], [-0.0183, -0.0141, 0.0247], [0.0062, 0.0659, -0.0095], [0.1033, 0.0376, -0.0048], [-0.0732, 0.0200, 0.0368], [0.0737, -0.0785, -0.0327], [0.0385, 0.0043, 0.0463], [0.0598, 0.0951, 0.1315], [0.0087, -0.0096, -0.0620], [-0.0375, -0.0054, -0.0377], [0.0133, -0.0175, 0.0556], [0.0009, -0.0116, 0.0300], [0.0625, 0.0628, -0.1507], [0.0016, -0.0283, -0.0039], [0.0064, -0.0042, -0.0012], [-0.0184, -0.0194, 0.0336], [-0.0293, 0.0138, 0.0616], [0.0224, 0.0460, 0.0414], [0.0008, 0.0047, 0.0123], [-0.0031, -0.0028, 0.0006], [0.0070, 0.0019, -0.0133], [0.0095, 0.0245, 0.0073], [-0.0024, -0.0248, -0.0022], [0.0039, -0.0130, -0.0039], [-0.0160, 0.1125, -0.0185], [0.0051, -0.0131, 0.0032], [-0.0047, -0.0007, -0.0035], [0.0113, -0.0300, 0.0080], [0.0138, -0.0275, 0.0150], [-0.0223, -0.0082, -0.0168], [0.0035, -0.0026, -0.0042], [-0.0028, -0.0023, 0.0047], [-0.0036, 0.0096, -0.0027], [0.0296, 0.0098, 0.0311], [-0.0678, -0.0263, -0.0540], [-0.0188, -0.0042, 0.0209], [0.0220, 0.0170, 0.0102], [-0.0019, -0.0054, -0.0152], [-0.0024, -0.0023, 0.0056], [-0.0036, 0.0037, -0.0061], [0.0031, -0.0035, -0.0068], [-0.0087, -0.0087, -0.0031], [-0.0045, 0.0010, -0.0007], [0.0014, -0.0043, -0.0011], [0.0037, 0.0035, 0.0085]],
  "lowdin_charge": [0.108, -0.269, -0.114, -0.270, -0.183, -0.672, 0.909, -0.545, 0.102, 0.037, 0.054, 0.123, 0.127, 0.126, 0.152, 0.116, 0.114, 0.097, -0.341, -0.012, -0.186, -0.033, -0.041, 0.133, 0.099, 0.065, 0.054, 0.087, 0.090, 0.083, -0.360, 0.003, -0.198, -0.067, -0.049, 0.130, 0.093, 0.090, 0.059, 0.090, 0.090, 0.083, -0.347, 0.006, -0.199, -0.061, -0.040, 0.132, 0.089, 0.090, 0.082, 0.093, 0.094, 0.085],
  "e_lumo_ev": 0.122,
  "charge": 0,
  "homo_ev": -8.78,
  "orbital_gap_ev": 8.90
}


(2)
{
  "formula": "C15H29INO2P2Yb",
  "method": "wB97M-V/def2-TZVPD",
  "elements": ["C", "C", "H", "H", "H", "O", "I", "Yb", "P", "C", "C", "H", "H", "H", "H", "H", "H", "C", "H", "H", "H", "P", "C", "C", "H", "H", "H", "C", "H", "H", "H", "H", "H", "H", "C", "O", "C", "C", "C", "C", "C", "C", "N", "H", "H", "H", "H", "H", "H", "H", "H"],
  "xyz": [[4.69419, -3.08344, -1.22319], [3.56940, -2.09217, -0.90982], [4.35112, -4.14945, -1.17699], [5.50745, -2.93203, -0.49532], [5.07633, -2.86852, -2.23362], [2.40185, -2.44432, -0.65493], [3.77368, 0.26971, -0.83808], [0.88974, -0.39375, -0.16764], [-0.84074, -0.42914, -2.46895], [-2.40307, -1.18278, -3.05930], [-1.04993, 1.21192, -3.26040], [-1.34211, 1.11825, -4.32229], [0.00938, -0.92002, -4.69966], [-0.09507, 1.75718, -3.18054], [1.32127, -0.84981, -3.45903], [-3.21713, -0.60911, -2.58729], [-1.83582, 1.71145, -2.66753], [0.29715, -1.20283, -3.67217], [-2.49705, -1.12745, -4.15935], [0.21190, -2.29362, -3.52781], [-2.44314, -2.23444, -2.73469], [0.23143, -0.75676, 2.56882], [-0.82078, -1.46090, 3.90085], [1.81834, -1.51440, 3.05520], [1.21493, 1.49031, 2.71790], [0.95265, 0.79212, 4.34281], [-0.44407, 1.39182, 3.37313], [0.52970, 0.88389, 3.32938], [2.63491, -1.19196, 2.39890], [2.09087, -1.23260, 4.08125], [-0.38470, -1.42867, 4.91046], [-1.09550, -2.50587, 3.72612], [1.73344, -2.60409, 2.98653], [-1.76483, -0.90811, 3.94702], [-1.02340, -2.09235, 0.00900], [-1.79657, -2.95226, 0.00468], [0.96107, 3.18381, -0.55277], [-0.38486, 2.85515, -0.03970], [-1.37938, 3.81904, 0.26756], [-2.47297, 3.12956, 0.79007], [-2.15598, 1.75631, 0.77126], [-3.09894, 0.72934, 1.27674], [-0.86167, 1.59763, 0.28726], [0.84066, 3.90475, -1.37718], [1.58404, 2.33965, -0.90148], [1.54834, 3.70735, 0.21850], [-1.28285, 4.87757, 0.09189], [-3.43210, 3.49326, 1.10971], [-3.36560, 0.94414, 2.33416], [-4.03863, 0.79128, 0.69684], [-2.71696, -0.29461, 1.17370]],
  "forces_ev_per_angstrom": [[0.0214, 0.5357, 0.0572], [-3.8264, -1.8203, 0.7993], [-0.1562, 1.1707, 0.0756], [-0.1829, 0.0678, -0.3161], [-0.0113, 0.0477, 0.3483], [3.7751, 1.7955, -0.7850], [0.8442, -1.5334, -0.2555], [-1.4530, 0.4028, 0.2602], [-0.2566, 0.2300, -1.9964], [-0.2252, -0.1737, 0.6555], [0.1080, 0.1518, 0.5452], [0.0990, 0.0298, 0.5617], [0.2138, -0.2531, 0.4005], [-0.4544, 0.0722, -0.0905], [-0.2001, -0.3312, -0.3208], [0.0440, -0.4188, -0.2530], [0.3581, 0.1858, -0.4625], [0.2042, -0.1394, 0.1209], [0.1777, 0.0486, 0.5527], [0.3391, 0.3569, -0.2710], [-0.2232, 0.3490, -0.1722], [0.5609, 0.1094, 2.0886], [-0.8173, -0.3452, -0.0485], [0.4091, -0.4450, -0.0801], [-0.2044, -0.0742, 0.1629], [-0.2339, -0.0440, -0.3779], [0.3588, 0.1260, 0.0598], [-0.2510, 0.4372, -0.2191], [0.0327, -0.0408, 0.0356], [-0.1215, -0.1389, -0.2505], [0.2733, 0.2499, -0.4819], [0.1276, 0.0987, -0.1979], [0.1526, 0.1109, 0.0353], [0.0923, -0.0074, -0.0542], [-2.6615, -3.6410, -0.0433], [2.5218, 3.0837, 0.0667], [0.3708, 0.1552, -0.2050], [-1.1664, -1.6351, 0.9012], [-1.6964, 0.0206, 0.6116], [0.9042, 1.5230, -0.8253], [1.7158, 0.0928, -0.2541], [0.0431, -0.4303, -0.1618], [0.5456, -0.3907, -0.3003], [0.2111, -0.2779, 0.1468], [-0.4844, 0.2110, 0.0475], [-0.1973, -0.0929, -0.1119], [-0.0705, 0.0853, 0.0838], [-0.0386, 0.3577, 0.0426], [0.1801, -0.1673, -0.5741], [0.3061, 0.0117, 0.2730], [-0.0578, 0.2832, 0.1765]],
  "lowdin_charge": [-0.025, -0.559, 0.123, 0.106, 0.106, -0.127, 0.811, 0.782, 0.710, -0.258, -0.269, 0.067, 0.064, 0.040, 0.024, 0.054, 0.045, -0.286, 0.071, 0.056, 0.044, 0.723, -0.254, -0.293, 0.038, 0.065, 0.044, -0.278, 0.019, 0.062, 0.069, 0.052, 0.055, 0.041, -0.131, 0.112, -0.031, -0.322, 0.016, 0.006, -0.305, -0.010, 0.009, 0.111, -0.008, 0.110, 0.124, 0.125, 0.112, 0.110, 0.049],
  "e_lumo_ev": [-7.311, -7.465],
  "relative_energy_kj_mol": 0.0,
  "multiplicity": 2,
  "charge": 2,
  "homo_ev": [-14.41, -14.41],
  "orbital_gap_ev": [7.10, 6.94]
}


| no. | total energy (eV) | molecular weight (g/mol) |
| --- | --- | --- |
| 1 | -40323.7215 | 472.32 |
| 2 | -79804.1319 | 617.29 |